No. 1
A molecular structure, C23H34NO2P2PmTe in a non-equilibrium geometry. Source: the Open Molecules 2025 dataset; level of theory: wB97M-V/def2-TZVPD.

The geometry in XYZ format:
```
64
Properties=species:S:1:pos:R:3
C 2.93957 -3.35686 -0.07627
C 1.98664 -2.41140 -0.53304
N 1.64230 -1.40771 0.39406
C 2.20287 -1.34829 1.63102
C 3.12630 -2.28576 2.05423
C 3.49623 -3.30064 1.18364
C 1.41458 -2.56614 -1.86371
P 0.75515 -1.11565 -2.82195
Pm -0.10618 0.19917 -0.32297
P 0.00359 0.24954 2.42572
C 1.76858 -0.21808 2.55954
C -2.57877 -0.06023 -1.42858
C -2.35087 1.17997 -2.18856
C -3.17362 2.31125 -2.05992
C -4.24785 2.35301 -1.12959
C -4.45013 1.25428 -0.25285
C -3.62161 0.10925 -0.36178
O -0.69813 -6.61567 -1.53141
O -3.33324 -2.91874 0.27137
H 3.20577 -4.15284 -0.76886
H 3.51631 -2.20010 3.06040
H 4.10714 -4.11550 1.55146
C 1.92309 -0.53510 -4.14285
C -0.39913 -2.09640 -3.83254
H 1.95812 -0.47387 3.61054
H 2.36919 0.67251 2.32683
H -0.42196 -7.28079 -2.13784
H 2.00307 -3.28340 -2.50843
C 0.00793 1.80423 3.37501
C -0.74856 -0.92137 3.60219
H -1.52090 1.16212 -2.93709
H -3.05798 3.19334 -2.72617
H -4.92316 3.21750 -1.07017
H -5.30232 1.26854 0.47034
H -3.76009 -0.76943 0.27343
H -1.47692 -0.62962 -1.42241
H -2.91747 -3.16694 -0.60257
H -2.51767 -3.06458 0.79456
H -0.48110 -6.81127 -0.62408
H -2.44157 -0.98923 -1.98307
H 2.07747 -1.35272 -4.86137
H 1.45695 0.31357 -4.66854
H 2.89323 -0.21565 -3.73645
H 0.21221 -2.65934 -4.55483
H -0.91538 -2.79563 -3.15801
H -1.09210 -1.41254 -4.34311
H -0.40121 -0.70875 4.62273
H -1.84210 -0.82929 3.56425
H -0.47748 -1.94998 3.33536
H 0.42285 1.62180 4.37544
H 0.60403 2.56183 2.85187
H -1.02375 2.16697 3.45785
Te 2.03660 1.94916 -0.97680
C 1.48816 3.51884 0.30298
C 2.45455 4.03873 1.19223
C 2.11593 5.12439 2.00571
C 0.82544 5.67388 1.95135
C -0.13220 5.13777 1.08041
C 0.18767 4.05959 0.24469
H 3.45535 3.59517 1.20535
H 2.85960 5.55636 2.68306
H 0.56372 6.52205 2.59039
H -1.13442 5.56936 1.03821
H -0.53238 3.63531 -0.46039
```

The LUMO energy (spin up / spin down) comes out at -0.071 / -0.033 eV. As for the total charge: 0. The spin multiplicity is 5. The HOMO-LUMO gap (spin up / spin down) comes out at 5.9 / 6.0 eV. The relative energy (zero: lowest compared OMol25 entry of this formula, charge and spin) comes out at 282.97 kJ/mol. The total energy comes out at -2660.95239 a.u.

Electronic structure analysis, Mulliken charges in units of e:
1 C -1.066
2 C 1.129
3 N 0.242
4 C 0.652
5 C -0.849
6 C -0.466
7 C -1.209
8 P 0.917
9 Pm 0.258
10 P 0.910
11 C -1.067
12 C 0.267
13 C -0.126
14 C -0.681
15 C -0.547
16 C -0.579
17 C -0.082
18 O -0.601
19 O -0.628
20 H 0.375
21 H 0.423
22 H 0.386
23 C -1.222
24 C -1.424
25 H 0.473
26 H 0.333
27 H 0.295
28 H 0.013
29 C -1.003
30 C -1.380
31 H 0.275
32 H 0.374
33 H 0.355
34 H 0.352
35 H 0.593
36 H -0.693
37 H 0.320
38 H 0.302
39 H 0.310
40 H 0.105
41 H 0.427
42 H 0.352
43 H 0.311
44 H 0.495
45 H 0.311
46 H 0.376
47 H 0.397
48 H 0.380
49 H 0.376
50 H 0.429
51 H 0.048
52 H 0.401
53 Te -0.036
54 C -0.013
55 C -0.545
56 C -0.489
57 C -0.431
58 C -0.539
59 C -0.244
60 H 0.383
61 H 0.345
62 H 0.370
63 H 0.373
64 H 0.485

No. 2
A molecular structure, C14H37KNO6 in a non-equilibrium geometry. Source: the Open Molecules 2025 dataset; level of theory: wB97M-V/def2-TZVPD.

The geometry in XYZ format:
```
59
Properties=species:S:1:pos:R:3
K -28.50571 10.59341 4.43159
C -27.75869 10.39988 9.64290
C -28.75757 9.77097 8.60329
O -28.20641 9.94129 7.30881
H -26.73702 10.04415 9.50970
H -28.20396 10.18181 10.61361
H -27.72067 11.48836 9.59980
H -29.74921 10.18497 8.78588
H -28.84329 8.72933 8.91274
C -23.92227 12.89771 3.62270
C -25.20094 12.13187 3.32484
O -25.88813 11.39094 4.27753
H -23.41447 13.18843 2.70306
H -23.32433 12.20821 4.21865
H -24.16850 13.72359 4.29007
H -24.99146 11.48771 2.47086
H -25.78040 12.84289 2.73597
C -34.63290 11.16729 7.37514
O -33.91856 12.10369 8.06168
C -32.56889 11.70993 8.24178
C -31.58323 12.81438 8.83098
N -31.44295 13.87658 7.87259
C -30.42734 13.71349 6.75252
C -30.89325 13.24017 5.35344
O -29.78816 12.92665 4.47690
C -29.28368 13.88442 3.54757
H -34.08318 10.62004 6.60935
H -35.63230 11.40634 7.01161
H -34.87358 10.35474 8.06065
H -31.99365 11.24286 7.44238
H -32.64969 11.01936 9.08124
H -30.62588 12.41372 9.16423
H -31.99369 13.11598 9.79464
H -32.37369 14.06376 7.52796
H -29.58100 13.07838 7.01409
H -29.98296 14.64951 6.41415
H -31.54979 13.98918 4.91067
H -31.51896 12.34837 5.38918
H -29.97258 13.84497 2.70380
H -28.31143 13.64656 3.11599
H -29.35686 14.89495 3.94953
C -31.81696 9.98785 2.58943
C -31.97243 9.34010 3.97216
O -30.79369 9.39890 4.76176
H -30.93027 9.54953 2.13142
H -31.49013 11.02770 2.58934
H -32.65237 9.86984 1.89931
H -32.45941 8.37392 3.84008
H -32.75307 9.91316 4.47247
H -30.98206 8.74594 5.43981
C -25.85024 6.84952 2.11337
C -26.41235 8.17139 1.54052
O -26.81147 8.97754 2.67053
H -26.58695 6.46635 2.81944
H -24.90686 6.98766 2.64161
H -25.64647 6.10333 1.34540
H -27.26987 7.97271 0.89765
H -25.66082 8.72436 0.97702
H -26.06602 9.54533 2.87917
```

The LUMO energy (spin up / spin down) comes out at 3.126 / 4.557 eV. As for the total charge: -2. The spin multiplicity is 2. The HOMO-LUMO gap (spin up / spin down) comes out at 0.8 / 5.6 eV. The total energy comes out at -1661.51187 a.u.

Electronic structure analysis, Mulliken charges in units of e:
1 K -0.155
2 C -1.239
3 C -0.069
4 O -0.672
5 H 0.356
6 H 0.365
7 H 0.237
8 H -0.118
9 H 0.291
10 C -1.263
11 C 0.035
12 O -0.781
13 H 0.356
14 H 0.280
15 H 0.261
16 H 0.046
17 H 0.118
18 C -0.850
19 O -0.229
20 C -0.310
21 C -0.668
22 N -0.361
23 C -0.570
24 C -0.357
25 O -0.318
26 C -0.508
27 H 0.147
28 H 0.370
29 H 0.362
30 H 0.222
31 H 0.484
32 H 0.197
33 H 0.352
34 H 0.342
35 H 0.308
36 H 0.272
37 H 0.310
38 H 0.054
39 H 0.275
40 H 0.102
41 H 0.327
42 C -0.677
43 C -0.764
44 O -0.016
45 H 0.235
46 H 0.232
47 H 0.594
48 H 0.454
49 H 0.087
50 H 0.149
51 C -1.015
52 C -0.498
53 O -0.321
54 H 0.213
55 H 0.287
56 H 0.367
57 H 0.205
58 H 0.321
59 H 0.147

No. 3
C4H8O in the gas phase. Source: the Open Molecules 2025 dataset; level of theory: wB97M-V/def2-TZVPD.

The geometry in XYZ format:
```
13
Properties=species:S:1:pos:R:3
C 1.32763 -0.55611 0.45995
C -0.15858 -0.65923 0.20194
C -1.04718 0.50418 0.59960
C -0.85147 0.16226 -0.84713
O -0.19083 0.98754 -1.75788
H 1.55274 -0.86755 1.48619
H 1.69377 0.47315 0.35718
H 1.90888 -1.18776 -0.22031
H -0.56492 -1.65798 0.35340
H -2.01091 0.31871 1.06588
H -0.53089 1.38414 0.98133
H -1.69291 -0.30030 -1.35433
H 0.56466 1.39895 -1.32581
```

The LUMO energy comes out at 1.005 eV. As for the total charge: 0. The HOMO-LUMO gap comes out at 10.4 eV. The relative energy (zero: lowest compared OMol25 entry of this formula, charge and spin) comes out at 108.93 kJ/mol. The total energy comes out at -232.40414 a.u. Its SMILES is C[C@H]1C[C@H]1O.

Electronic structure analysis, Mulliken charges in units of e:
1 C -1.306
2 C 0.236
3 C -0.614
4 C -0.189
5 O -0.527
6 H 0.343
7 H 0.292
8 H 0.290
9 H 0.350
10 H 0.252
11 H 0.231
12 H 0.336
13 H 0.307

No. 4
28 unconnected molecules or ions with the total composition H56O28 in a non-equilibrium geometry. Source: the Open Molecules 2025 dataset; level of theory: wB97M-V/def2-TZVPD.

The geometry in XYZ format:
```
84
Properties=species:S:1:pos:R:3
O 0.79361 -2.84530 -2.99562
H 1.59375 -2.31079 -3.09414
H 1.00089 -3.70129 -3.43486
O -3.50720 -2.64780 -0.31108
H -3.12172 -3.16975 0.45198
H -2.87619 -2.81659 -1.01978
O -5.23399 -1.86192 -2.92442
H -4.44485 -1.38132 -3.21684
H -4.95718 -2.21063 -2.05955
O 2.28679 0.71748 -1.54916
H 2.56547 0.65711 -0.61669
H 1.99175 1.62854 -1.76805
O 1.34359 -3.26452 -0.06061
H 2.14762 -2.84365 0.28476
H 1.34089 -2.98914 -0.99640
O -1.40393 3.76719 -3.10952
H -1.60514 3.10086 -3.82894
H -2.08829 3.68657 -2.41809
O 3.29202 0.42477 0.97024
H 2.97482 0.62492 1.87664
H 4.18051 0.77455 1.01973
O -2.93272 2.51794 0.10019
H -3.60827 1.91414 0.48328
H -2.57458 1.90561 -0.55602
O 1.38672 3.27808 -2.15061
H 0.54479 3.46257 -2.66402
H 1.19381 3.87191 -1.36226
O -1.48947 1.88804 -5.24912
H -0.87387 1.31989 -4.72768
H -2.32733 1.36597 -5.16588
O -2.80645 0.60355 3.83937
H -2.73349 -0.38332 3.85628
H -3.64839 0.78666 3.47527
O -2.98375 -2.01246 3.79523
H -3.94853 -2.07662 3.74444
H -2.45390 -2.35992 3.03091
O 5.65371 1.56785 1.63639
H 6.54978 1.36887 1.31176
H 5.65638 1.47753 2.63920
O 3.07994 -1.51691 -3.01716
H 2.79500 -0.67512 -2.60512
H 3.65200 -1.88488 -2.38586
O 1.68565 5.27439 -0.00723
H 2.49809 5.62890 -0.32550
H 1.81312 4.95107 0.88321
O 3.57306 -2.10549 0.45535
H 3.62979 -1.16892 0.69399
H 4.10312 -2.52343 1.13126
O -0.91036 1.59847 1.70452
H -1.50104 2.22263 1.17818
H -1.67178 1.31147 2.29379
O 1.37786 -5.70928 -2.25904
H 2.12913 -5.99240 -1.73253
H 0.87957 -5.19042 -1.56553
O 2.20490 0.17434 3.59961
H 1.65353 -0.61778 3.71458
H 1.65962 0.95255 3.89214
O -2.03357 0.58568 -2.06735
H -1.26289 0.35367 -1.51630
H -2.58771 -0.21221 -2.08768
O -1.84255 -2.52407 -2.84056
H -0.91012 -2.74609 -2.93051
H -2.07996 -1.89776 -3.56832
O 0.00289 -0.21074 -0.39523
H 0.80710 -0.01911 -0.88533
H 0.15267 0.34271 0.39335
O -4.47022 -0.21484 1.09051
H -4.31800 -1.00120 0.55217
H -5.33383 0.14049 0.85906
O -1.35585 2.30641 5.85095
H -1.90604 2.94007 6.33385
H -1.97979 1.74724 5.32642
O -0.16858 -0.80551 -4.85895
H 0.26232 -1.32542 -4.12636
H 0.26204 -1.14663 -5.65314
O -1.24907 -2.44768 1.26779
H -1.30802 -1.68037 0.72411
H -0.32001 -2.75909 1.22439
O 0.83646 2.41187 3.62696
H 0.16427 2.27284 2.86223
H 0.23821 2.50570 4.41105
O 4.65756 1.59594 4.35289
H 4.03629 0.85398 4.50473
H 4.17752 2.36935 4.66426
```

The LUMO energy comes out at -0.045 eV. As for the total charge: 0. The HOMO-LUMO gap comes out at 10.8 eV. The relative energy (zero: lowest compared OMol25 entry of this formula, charge and spin) comes out at 21.40 kJ/mol. The total energy comes out at -2140.43922 a.u.

Electronic structure analysis, Mulliken charges in units of e:
1 O -0.719
2 H 0.344
3 H 0.292
4 O -0.620
5 H 0.264
6 H 0.289
7 O -0.640
8 H 0.306
9 H 0.359
10 O -0.782
11 H 0.410
12 H 0.384
13 O -0.650
14 H 0.427
15 H 0.274
16 O -0.706
17 H 0.400
18 H 0.289
19 O -0.895
20 H 0.212
21 H 0.491
22 O -0.727
23 H 0.288
24 H 0.443
25 O -0.699
26 H 0.400
27 H 0.324
28 O -0.724
29 H 0.343
30 H 0.343
31 O -0.719
32 H 0.427
33 H 0.232
34 O -0.769
35 H 0.309
36 H 0.359
37 O -0.665
38 H 0.302
39 H 0.356
40 O -0.732
41 H 0.420
42 H 0.311
43 O -0.662
44 H 0.310
45 H 0.315
46 O -0.669
47 H 0.416
48 H 0.283
49 O -0.941
50 H 0.452
51 H 0.309
52 O -0.648
53 H 0.315
54 H 0.294
55 O -0.671
56 H 0.227
57 H 0.440
58 O -0.547
59 H 0.377
60 H 0.146
61 O -0.576
62 H 0.342
63 H 0.311
64 O 0.039
65 H 0.266
66 H 0.116
67 O -0.503
68 H 0.272
69 H 0.311
70 O -0.651
71 H 0.306
72 H 0.385
73 O -0.614
74 H 0.355
75 H 0.246
76 O -0.574
77 H 0.282
78 H 0.240
79 O -0.691
80 H 0.526
81 H 0.330
82 O -0.646
83 H 0.316
84 H 0.311

No. 5
A molecular structure, C23H30N6O in a non-equilibrium geometry. Source: the Open Molecules 2025 dataset; level of theory: wB97M-V/def2-TZVPD.

The geometry in XYZ format:
```
60
Properties=species:S:1:pos:R:3
C 7.07648 1.75583 -0.11241
H 7.66864 0.92953 -0.72389
H 7.29409 1.68839 0.84639
H 7.56145 2.66031 -0.49145
C 5.57418 1.60965 -0.73679
N 4.87937 0.43768 -0.18904
C 3.78718 0.18649 0.73214
C 3.61245 -1.02439 0.45136
C 4.56761 -1.54250 -0.37130
N 5.43271 -0.65729 -0.76322
H 4.73389 -2.39113 -0.52961
C 2.45758 -1.67771 1.21070
N 1.29088 -1.32551 0.98979
C 0.84893 -1.18674 -0.23951
C -0.40380 -0.41188 -0.63351
H -0.20256 0.60832 -0.16095
H -0.68742 -0.62442 -1.49074
C -1.57961 -0.85270 0.50505
N -2.05486 -1.93031 -0.06157
C -3.38231 -2.11755 -0.51345
C -3.61528 -3.51681 -0.92371
C -2.55290 -4.02796 -0.13488
N -1.60889 -3.11134 0.25665
H -2.25747 -5.11634 -0.06815
H -4.41303 -3.80350 -1.54708
N -4.06731 -1.03810 -0.96516
C -3.78001 -0.30963 -1.87953
O -2.75847 -0.04791 -2.58817
C -4.81053 1.03814 -1.78455
C -4.46043 1.78087 -0.53875
C -5.42888 1.93996 0.35641
C -5.20434 2.43925 1.48133
C -3.92238 3.12655 1.82915
C -3.02537 2.95119 0.77821
C -3.30509 2.38407 -0.39755
H -2.48916 2.63758 -1.14954
H -2.02244 3.56857 0.77999
H -3.74519 3.59672 3.01379
H -5.93711 2.51413 2.40494
H -6.51244 1.47558 0.35265
H -4.39393 1.61523 -2.59658
H -5.90765 0.82222 -1.73970
H -5.13149 -1.00607 -0.44573
C -1.08451 -1.01657 1.89331
C 0.14894 -1.62258 1.91740
H 0.77557 -1.67552 3.00581
H 0.12515 -2.85023 1.80663
H -1.67000 -1.46091 2.54660
H -0.81867 0.23797 2.09716
H -2.46167 0.02835 0.41788
H 1.66575 -0.89968 -0.97891
H 0.60841 -2.27918 -0.57059
H 2.74864 -2.77324 0.90354
H 2.84254 -1.82277 2.48620
H 3.48425 1.04472 1.18014
C 5.41616 2.14155 -1.87032
H 5.81089 2.92830 -2.42578
H 5.76204 1.24709 -2.58607
H 4.34662 2.17675 -2.31735
H 5.17486 2.54947 0.28231
```

The LUMO energy comes out at 0.186 eV. As for the total charge: 0. The HOMO-LUMO gap comes out at 7.6 eV. The relative energy (zero: lowest compared OMol25 entry of this formula, charge and spin) comes out at 2112.11 kJ/mol. The total energy comes out at -1297.45686 a.u.

Electronic structure analysis, Mulliken charges in units of e:
1 C -1.346
2 H 0.290
3 H 0.416
4 H 0.382
5 C 0.355
6 N 0.833
7 C 0.080
8 C -0.017
9 C -1.214
10 N -0.851
11 H 1.025
12 C -0.898
13 N 0.892
14 C -0.755
15 C -1.874
16 H 0.309
17 H 1.098
18 C 1.192
19 N 1.235
20 C 0.296
21 C -0.875
22 C -0.570
23 N -1.067
24 H 0.371
25 H 0.468
26 N 0.028
27 C 0.452
28 O -0.667
29 C -1.531
30 C 1.133
31 C -0.322
32 C -0.366
33 C -0.702
34 C -0.200
35 C 0.040
36 H 0.242
37 H 0.201
38 H 0.213
39 H 0.207
40 H 0.142
41 H 0.444
42 H 0.396
43 H 0.435
44 C -0.882
45 C -0.812
46 H 0.233
47 H 0.404
48 H 0.479
49 H 0.208
50 H -0.911
51 H 0.338
52 H 0.327
53 H 0.290
54 H 0.215
55 H 0.552
56 C -1.469
57 H 0.479
58 H 0.294
59 H 0.268
60 H 0.066